Formula: CH6N4S
Source: OMol25
Level of theory: ωB97M-V with the def2-TZVPD basis set

Properties
gap between HOMO and LUMO: 8.842 eV
total energy: -658.84480 Ha
LUMO: 0.021 Ha
energy above the lowest of the compared OMol25 structures with the same formula, charge and spin: 0.722 eV
molecular weight: 106.2 g mol⁻¹
F_max: 2.36 eV/A
SMILES: NNC(=S)NN

Element x y z (Å)
C: 0.347 0.018 -0.078
H: -2.192 1.612 0.868
H: -2.009 1.022 -0.672
H: 0.375 1.741 0.775
H: 0.129 -1.873 -0.786
H: -1.373 -1.517 1.178
H: -2.262 -0.634 0.109
N: -1.583 1.586 0.043
N: -0.296 1.068 0.424
N: -0.410 -1.075 -0.492
N: -1.564 -1.385 0.181
S: 2.014 -0.114 -0.131

Atoms 1-3, force components in eV/Å:
0.51 -2.24 -0.52
0.30 -0.23 -0.38
0.18 -0.06 -0.35



Formula: C27H51N3O9
Source: OMol25
Level of theory: ωB97M-V with the def2-TZVPD basis set

Properties
gap between HOMO and LUMO: 7.504 eV
total energy: -1900.10232 Ha
LUMO: -0.057 Ha
molecular weight: 561.7 g mol⁻¹
F_max: 9.03 eV/A
SMILES: NN1C(=O)c2ccc(-c3cccnc3)cc2C1=O.CCO.CCO.CCO.CCO.CCO.CCO.CCO

Element x y z (Å)
N: -2.684 -1.178 -3.814
N: -1.883 -2.036 -3.077
C: -1.660 -1.696 -1.606
O: -2.265 -2.260 -0.553
C: -0.505 -0.538 -1.724
C: -0.096 0.727 -0.764
C: 1.147 1.695 -1.324
C: 1.940 1.427 -2.754
C: 3.140 2.430 -3.293
C: 2.762 3.868 -3.956
C: 4.114 4.635 -4.433
C: 5.548 3.966 -4.169
N: 5.943 2.664 -3.563
C: 4.675 1.981 -3.188
C: 1.505 0.126 -3.711
C: 0.282 -0.803 -3.138
C: -0.491 -2.119 -3.735
O: -0.092 -3.075 -4.578
H: -2.649 -0.192 -3.475
H: -2.214 -1.137 -4.768
H: -0.683 0.929 0.228
H: 1.414 2.626 -0.646
H: 1.662 4.241 -4.093
H: 4.039 5.683 -4.970
H: 6.484 4.623 -4.520
H: 4.846 0.893 -2.722
H: 1.995 -0.119 -4.745
C: -0.193 -2.391 1.781
C: 1.160 -2.966 1.414
O: 2.107 -1.919 1.262
H: -0.537 -1.696 1.008
H: -0.935 -3.185 1.897
H: -0.133 -1.824 2.715
H: 1.100 -3.513 0.469
H: 1.517 -3.652 2.188
H: 2.159 -1.445 2.109
C: 2.673 -0.871 -8.001
C: 2.181 -2.179 -8.587
O: 2.282 -3.212 -7.618
H: 3.712 -0.964 -7.672
H: 2.606 -0.065 -8.738
H: 2.083 -0.595 -7.121
H: 2.787 -2.463 -9.452
H: 1.138 -2.099 -8.907
H: 1.734 -2.955 -6.857
C: -1.500 -1.079 6.344
C: -0.252 -1.899 6.093
O: 0.851 -1.041 5.841
H: -1.721 -0.441 5.482
H: -2.360 -1.726 6.535
H: -1.360 -0.415 7.203
H: -0.388 -2.545 5.220
H: -0.017 -2.530 6.956
H: 0.968 -0.477 6.625
C: 6.475 -0.659 3.069
C: 5.110 -0.587 2.417
O: 4.940 0.674 1.786
H: 6.590 0.140 3.810
H: 6.621 -1.623 3.564
H: 7.268 -0.520 2.327
H: 4.321 -0.704 3.166
H: 4.993 -1.374 1.666
H: 5.640 0.764 1.117
C: -2.892 2.912 3.140
C: -3.230 2.172 4.418
O: -2.047 1.932 5.166
H: -2.187 2.332 2.535
H: -3.793 3.100 2.549
H: -2.409 3.869 3.362
H: -3.692 1.207 4.191
H: -3.924 2.751 5.034
H: -1.649 2.796 5.370
C: -3.269 -2.091 3.717
C: -4.634 -2.019 3.064
O: -4.805 -0.758 2.434
H: -3.154 -1.292 4.458
H: -3.124 -3.055 4.212
H: -2.477 -1.952 2.974
H: -5.423 -2.136 3.813
H: -4.752 -2.806 2.313
H: -4.104 -0.668 1.765
C: -6.104 2.094 0.218
C: -4.966 2.779 -0.510
O: -3.928 1.847 -0.774
H: -5.753 1.660 1.160
H: -6.911 2.800 0.433
H: -6.506 1.271 -0.381
H: -4.552 3.587 0.101
H: -5.306 3.204 -1.459
H: -4.303 1.139 -1.324

Atoms 1-3, force components in eV/Å:
-0.46 2.04 -2.13
2.97 -3.15 2.02
-1.49 -0.72 3.24



Formula: C7H22GdN4O7
Source: OMol25
Level of theory: ωB97M-V with the def2-TZVPD basis set

Properties
total charge: +1
gap between HOMO and LUMO (alpha / beta): 5.044 / 6.119 eV
total energy: -1790.79007 Ha
LUMO (alpha / beta): -0.156 / -0.213 Ha
molecular weight: 431.5 g mol⁻¹
F_max: 4.82 eV/A
multiplicity: 8

Element x y z (Å)
O: -1.134 -2.070 2.462
H: -1.844 -2.362 2.991
Gd: -0.187 -0.316 0.322
N: 1.764 -0.766 -0.795
N: -0.103 0.633 -1.987
O: 2.898 -1.366 -0.155
O: -1.039 1.333 -2.821
C: 1.986 -0.465 -2.096
C: 0.955 0.293 -2.748
C: 3.199 -0.935 -2.821
C: 0.936 0.577 -4.209
H: 3.701 -1.671 -2.188
H: 3.924 -0.125 -2.989
H: 2.923 -1.406 -3.778
H: 0.207 1.347 -4.458
H: 0.624 -0.333 -4.737
H: 1.910 0.861 -4.617
H: 2.582 -1.799 0.668
H: -1.777 1.690 -2.306
O: 1.282 2.176 0.197
H: 2.199 2.398 0.376
H: 1.144 2.514 -0.717
C: -1.637 -1.913 -0.482
H: -1.726 -2.551 0.405
H: -1.169 -2.409 -1.360
H: -2.624 -1.490 -0.763
O: 1.391 -2.800 2.121
H: 0.712 -2.897 2.855
H: 1.064 -3.498 1.545
C: -3.587 2.847 2.249
O: -2.683 2.092 3.142
C: -1.741 1.402 2.548
O: -1.611 1.315 1.284
N: -0.845 0.841 3.387
N: 0.140 0.027 2.779
H: -4.290 3.292 2.947
H: -4.045 2.141 1.557
H: -3.006 3.578 1.684
H: -1.199 0.630 4.314
H: 1.062 0.237 3.174
H: -0.355 -1.052 3.020

Atoms 1-3, force components in eV/Å:
1.44 0.91 -0.57
-1.40 -0.52 0.85
0.92 2.16 2.17



Formula: C18H17N6OS2Sc
Source: OMol25
Level of theory: ωB97M-V with the def2-TZVPD basis set

Properties
gap between HOMO and LUMO: 7.939 eV
total energy: -2657.10806 Ha
LUMO: -0.023 Ha
energy above the lowest of the compared OMol25 structures with the same formula, charge and spin: 1.240 eV
molecular weight: 442.5 g mol⁻¹
F_max: 1.53 eV/A

Element x y z (Å)
Sc: 1.366 -1.900 0.555
C: -1.874 1.011 0.505
C: -1.137 -0.191 1.000
N: 0.163 -0.214 0.991
N: 0.820 0.916 0.563
C: 1.465 0.870 -0.547
S: 1.466 -0.499 -1.627
S: 2.369 2.321 -0.953
C: 1.878 2.510 -2.719
C: 0.493 3.057 -2.780
C: 0.274 4.413 -2.560
C: -1.008 4.928 -2.581
C: -2.086 4.089 -2.813
C: -1.875 2.739 -3.036
C: -0.591 2.222 -3.015
C: -1.841 -1.371 1.481
C: -3.037 -1.250 2.191
C: -3.701 -2.361 2.664
C: -3.182 -3.627 2.430
C: -2.008 -3.780 1.727
C: -1.310 -2.669 1.218
O: -0.235 -2.849 0.484
H: -1.435 1.330 -0.443
H: -1.748 1.838 1.204
H: -2.929 0.804 0.368
H: 1.972 1.529 -3.184
H: 2.600 3.209 -3.133
H: 1.120 5.058 -2.373
H: -1.169 5.985 -2.423
H: -3.089 4.488 -2.830
H: -2.714 2.087 -3.237
H: -0.421 1.169 -3.191
H: -3.429 -0.269 2.412
H: -4.613 -2.243 3.226
H: -3.707 -4.497 2.797
H: -1.603 -4.765 1.539
N: 1.619 -3.728 2.299
H: 2.510 -3.831 2.782
H: 1.431 -4.606 1.814
H: 0.897 -3.617 3.011
N: 3.332 -1.739 0.945
C: 4.496 -1.758 1.172
N: 5.643 -1.927 1.566
C: 6.857 -1.571 1.321
N: 7.970 -1.312 1.181

Atoms 1-3, force components in eV/Å:
0.83 0.51 -0.56
0.13 -0.06 0.00
0.62 0.38 0.00